# 1
The following is a quantum chemistry calculation of an isolated ion of composition C5H8Br2NS and charge +1 in a non-equilibrium geometry, from OMol25.

```
17
Properties=species:S:1:pos:R:3
C 0.501 -0.312 0.355
C 1.623 -0.246 -0.385
C -0.182 1.833 -0.507
C 0.217 -1.167 1.630
C -1.275 -0.241 -1.154
N -0.606 0.514 -0.110
S 2.034 0.639 -1.773
Br 3.093 -1.518 0.254
Br 0.638 2.843 0.798
H -0.884 2.382 -1.184
H 1.146 -1.531 2.059
H -0.318 -2.008 1.462
H -0.186 -0.629 2.399
H -0.766 -1.170 -1.336
H -2.381 -0.279 -0.865
H -1.284 0.274 -2.231
H -1.369 0.617 0.586
```

Computed properties:
- Charge: +1
- E_HOMO (alpha / beta): -0.47141 / -0.47144 Ha

# 2
The following is a quantum chemistry calculation of a 3-piece molecular cluster, C5H8Br4O2 overall in a non-equilibrium geometry, from OMol25.

```
19
Properties=species:S:1:pos:R:3
C -1.360 -0.855 1.905
C -1.377 0.945 0.172
C -1.004 0.475 1.419
C 2.040 0.081 -0.758
C 1.577 0.095 -1.977
O 1.959 1.131 0.125
O 1.387 -1.055 -2.647
Br 0.243 1.517 2.333
Br 2.890 -1.542 -0.181
Br -1.523 -1.819 -1.393
Br 0.892 1.899 -2.594
H -2.407 -1.168 1.681
H -1.226 -0.917 3.068
H -0.683 -1.536 1.344
H -1.179 2.054 -0.051
H -1.004 0.127 -0.565
H -2.408 0.658 -0.187
H 2.632 1.367 0.712
H 0.551 -1.457 -2.407
```

Computed properties:
- E_HOMO (alpha / beta): -0.32699 / -0.32698 Ha

# 3
The following is a quantum chemistry calculation of a 2-piece molecular cluster, C5H8BrN2 overall in a non-equilibrium geometry, from OMol25.

```
16
Properties=species:S:1:pos:R:3
C 0.161 0.669 2.292
C -0.270 1.939 1.912
C -0.253 -0.137 -0.012
C 0.046 -0.306 1.350
C -0.524 2.174 0.644
N -0.501 1.184 -0.320
N -0.349 -1.064 -1.001
Br -3.862 -0.609 -0.677
H 0.537 0.354 3.262
H -0.307 2.677 2.695
H -4.983 -0.883 0.134
H 0.259 -1.232 1.746
H -0.817 3.171 0.308
H -0.847 1.417 -1.164
H 0.137 -2.009 -0.850
H -0.685 -0.828 -1.929
```

Computed properties:
- Charge: +1
- E_HOMO: -0.50296 Ha

# 4
The following is a quantum chemistry calculation of a 2-piece molecular cluster, C5H8BrNO overall in a non-equilibrium geometry, from OMol25.

```
16
Properties=species:S:1:pos:R:3
C -0.142 2.186 -0.383
C -0.179 -1.230 0.524
C 0.767 2.237 -1.504
C 2.242 -1.559 0.452
C 0.963 -1.316 1.210
N -0.885 2.223 0.508
O -1.709 2.320 1.374
Br -0.371 -1.386 -1.412
H 1.477 3.069 -1.322
H 0.191 2.362 -2.304
H 1.433 1.313 -1.650
H 2.640 -0.683 -0.136
H 2.011 -2.244 -0.355
H 2.987 -1.998 1.073
H -1.175 -1.160 1.021
H 0.973 -1.642 2.235
```

Computed properties:
- SMILES string: CC#[N+][O-].C/C=C\Br
- E_HOMO: -0.34105 Ha

# 5
The following is a quantum chemistry calculation of one molecule with the formula C5H8Cl2 in a non-equilibrium geometry, from OMol25.

```
15
Properties=species:S:1:pos:R:3
C -0.784 0.502 -1.841
C -0.929 -0.078 -0.466
C 0.055 -0.270 0.393
C 1.513 -0.081 0.039
C -0.256 -0.694 1.789
H 0.040 1.196 -1.983
H -0.662 -0.276 -2.595
H -1.709 1.053 -2.055
H -1.958 -0.199 0.003
H 1.751 -0.496 -0.969
H 2.130 -0.512 0.807
H -1.213 -1.194 1.841
H 0.535 -1.360 2.213
Cl 1.948 1.685 -0.095
Cl -0.462 0.725 2.920
```

Computed properties:
- SMILES string: CC=C(CCl)CCl
- E_HOMO: -0.35856 Ha

# 6
The following is a quantum chemistry calculation of C5H8Cl4Si as an isolated structure in a non-equilibrium geometry, from OMol25.

```
18
Properties=species:S:1:pos:R:3
C -0.923 -0.414 1.048
C -0.049 -0.997 0.309
C -2.173 -0.732 1.721
C 1.476 2.438 -0.612
C 2.816 -1.599 0.707
Si 1.483 -1.410 -0.594
Cl -3.411 0.574 1.579
Cl 0.497 2.589 0.827
Cl 2.854 -0.035 1.580
Cl 4.280 -1.865 -0.267
H -0.627 0.753 1.207
H -2.704 -1.608 1.326
H -1.960 -0.815 2.918
H 0.821 2.572 -1.474
H 2.573 2.685 -0.593
H 2.837 -2.301 1.465
H 2.238 -0.444 -1.493
H 1.132 -2.666 -1.460
```

Computed properties:
- E_HOMO (alpha / beta): -0.30262 / -0.32407 Ha

# 7
The following is a quantum chemistry calculation of one molecule with the formula C5H8ClI in a non-equilibrium geometry, from OMol25.

```
15
Properties=species:S:1:pos:R:3
C 0.492 0.339 -1.297
C -0.087 0.007 0.170
C 0.354 1.324 -0.183
C 0.691 -0.936 1.083
C -1.501 -0.510 0.038
Cl -0.713 2.753 -0.402
I 2.334 2.075 0.658
H 1.489 0.050 -1.624
H -0.114 0.302 -2.154
H 0.803 -0.702 2.109
H 1.762 -0.826 0.743
H 0.217 -1.912 0.842
H -1.566 -1.416 -0.573
H -2.194 0.254 -0.470
H -1.968 -0.803 1.060
```

Computed properties:
- SMILES string: CC1(C)C[C@]1(Cl)I
- E_HOMO: -0.34998 Ha

# 8
The following is a quantum chemistry calculation of a 2-piece molecular cluster, C5H8ClN overall in a non-equilibrium geometry, from OMol25.

```
15
Properties=species:S:1:pos:R:3
C -0.868 1.023 0.087
C 0.184 0.355 -0.176
C -3.181 -0.231 0.205
C 1.469 1.101 -0.235
C 0.291 -1.067 -0.200
N -3.032 -1.427 0.326
Cl -4.466 0.683 -0.292
H -1.320 1.895 0.525
H 2.091 0.479 0.376
H 1.848 1.333 -1.266
H 1.354 2.087 0.211
H -0.589 -1.753 -0.544
H 0.553 -1.435 0.814
H 1.111 -1.507 -0.746
H -3.771 -2.123 0.544
```

Computed properties:
- E_HOMO (alpha / beta): -0.29018 / -0.28461 Ha

Number 1: total energy -157713.3901 eV. Number 2: total energy -289576.1135 eV. Number 3: total energy -78330.8822 eV. Number 4: total energy -78890.7174 eV. Number 5: total energy -30359.1420 eV. Number 6: total energy -63276.6030 eV. Number 7: total energy -25936.0308 eV. Number 8: total energy -19321.5811 eV.